Entry from the Open Molecules 2025 dataset: a single C3H3N3OS molecule (ωB97M-V/def2-TZVPD).

```
11
Properties=species:S:1:pos:R:3:forces:R:3:mulliken_charge:R:1
C 1.998176 1.252797 0.182893 0.9 0.6 0.3 -0.2183
C -0.264984 0.419890 -0.101727 0.1 0.1 0.0 0.4432
C -1.639678 0.112962 -0.058267 -3.3 0.1 0.0 0.0785
N 0.723543 0.997363 0.122019 1.4 0.3 -0.5 0.0244
N 2.708574 -1.388155 -0.196251 -1.0 -1.6 -0.2 -0.3925
N -2.074276 -1.201393 -0.106272 -1.6 -0.4 0.4 -0.4062
O -2.452045 1.070620 -0.016103 1.9 -2.0 0.0 -0.5618
S 3.186807 -0.051761 0.077538 0.8 1.4 0.2 0.2248
H 2.535940 2.227637 0.222383 -1.3 -0.6 0.0 0.3174
H -1.611852 -2.124947 -0.171672 0.4 1.6 0.1 0.2357
H -3.110207 -1.315018 0.045456 1.7 0.6 -0.4 0.2550
```
Positions in Å, forces in eV/Å.

Values from the calculation:
- ΔE to the lowest compared entry with this formula, charge and spin: 126.0 kcal per mole
- Total energy: -753.651993 Ha
- Spin multiplicity: 1

Entry from the Open Molecules 2025 dataset: a gas-phase ion, C3H3N4 (charge +1) (ωB97M-V/def2-TZVPD).

```
10
Properties=species:S:1:pos:R:3:forces:R:3:mulliken_charge:R:1
C 1.922830 -0.641830 -0.047245 -2.7 -1.5 -0.3 -0.0271
C -0.353462 0.049434 0.040634 1.3 -1.6 -1.4 0.6656
C 0.526306 -1.003122 -0.113802 -0.1 3.0 1.2 -0.3179
N 3.030356 -0.405848 0.009675 1.9 0.6 0.1 -0.2103
N -1.703838 -0.446721 -0.072799 -1.8 -0.3 0.9 0.3968
N -2.734812 -0.844797 0.014949 2.0 0.7 -0.5 -0.0307
N -0.229042 1.377317 -0.048795 -4.4 2.0 0.6 -0.4291
H 0.095888 -1.953957 0.029024 0.3 -1.3 -0.2 0.3989
H 0.603220 1.925011 0.052728 0.7 -0.4 0.1 0.2679
H -1.157448 1.944509 0.135628 2.8 -1.4 -0.5 0.2860
```
Positions in Å, forces in eV/Å.

Values from the calculation:
- ΔE to the lowest compared entry with this formula, charge and spin: 28.5 kcal per mole
- Total energy: -334.761263 Ha
- Spin multiplicity: 1
- SMILES: N#C/C=C(\N)[N+]#N
- Net charge: +1

Entry from the Open Molecules 2025 dataset: a single C3H3N5 molecule (ωB97M-V/def2-TZVPD).

```
11
Properties=species:S:1:pos:R:3:forces:R:3:mulliken_charge:R:1
C 0.691781 1.109037 0.005630 0.5 0.6 -0.5 -0.5671
C -0.598884 -0.695197 -0.097157 1.2 0.4 0.2 0.5433
C -0.626293 0.713995 -0.082077 0.6 0.0 0.1 0.5489
H 1.214023 2.064344 -0.137660 -0.6 -0.3 0.4 0.3846
H 2.438070 -0.004617 -0.229030 0.3 0.0 -0.2 0.2672
H 1.016494 -1.875537 0.477639 -0.2 -0.8 0.3 0.2861
N 1.503892 0.014611 0.131597 -1.8 0.1 -0.4 -0.0863
N 0.711789 -1.136269 -0.117643 0.3 0.4 0.0 -0.2553
N -1.798269 -1.171148 -0.022246 -0.2 -1.3 0.3 -0.4348
N -2.589619 -0.075504 0.069255 -0.5 0.9 -0.4 -0.3737
N -1.962986 1.056289 0.001693 0.3 0.0 0.2 -0.3129
```
Positions in Å, forces in eV/Å.

Values from the calculation:
- ΔE to the lowest compared entry with this formula, charge and spin: 48.0 kcal per mole
- Total energy: -389.792181 Ha
- Spin multiplicity: 1
- SMILES: c1[nH][nH]c2nnnc1-2

Entry from the Open Molecules 2025 dataset: a single C3H3N5 molecule (ωB97M-V/def2-TZVPD).

```
11
Properties=species:S:1:pos:R:3:forces:R:3:mulliken_charge:R:1
C 1.126911 -0.475527 -0.178551 0.9 -0.2 0.6 0.5984
C -0.442385 1.085879 -0.491870 0.1 -0.5 0.9 0.0520
C -1.331014 0.293054 0.383874 -0.5 1.6 0.6 -0.0676
H 2.452136 0.384484 0.854749 -0.2 -0.3 0.0 0.2633
H -0.738866 2.108418 -0.642785 -0.3 0.3 -0.8 0.3681
H -1.983047 0.831979 1.113285 0.4 -0.2 -0.8 0.3778
N 2.042516 -0.548154 0.711946 -1.3 0.4 -1.4 -0.5981
N 0.693870 0.674031 -0.897891 0.5 0.4 0.8 -0.4832
N -1.514839 -0.955634 0.368009 1.2 -1.4 0.0 -0.1676
N -0.765223 -1.775995 -0.502416 0.5 0.0 -0.5 -0.1891
N 0.459941 -1.622538 -0.718349 -1.4 -0.1 0.7 -0.1539
```
Positions in Å, forces in eV/Å.

Values from the calculation:
- ΔE to the lowest compared entry with this formula, charge and spin: 63.6 kcal per mole
- Total energy: -389.767329 Ha
- Spin multiplicity: 1
- SMILES: [H]/N=c1\nccnnn1

Entry from the Open Molecules 2025 dataset: a single C3H3N5 molecule (ωB97M-V/def2-TZVPD).

```
11
Properties=species:S:1:pos:R:3:forces:R:3:mulliken_charge:R:1
C 0.930431 -0.483857 -0.206800 6.4 -2.2 1.6 0.3521
C 0.283170 0.751825 0.216486 -2.1 1.1 0.9 -0.2480
C -1.085803 0.909613 0.360785 1.4 -0.9 -3.4 -0.3189
H 2.277638 0.585709 -0.803851 1.4 -4.2 0.2 0.2978
H 0.940096 1.502056 0.615188 0.3 0.5 0.0 0.3575
H -1.596214 1.912458 0.506022 0.7 -1.6 0.3 0.3509
N 2.313618 -0.618000 -0.565378 -7.7 5.7 0.4 -0.4964
N -1.835462 0.031557 -0.535202 -0.7 -3.5 -0.5 -0.1151
N -1.701283 -1.301254 -0.735868 2.8 6.2 3.6 -0.0462
N -0.837375 -1.762776 0.421349 -2.6 -2.7 0.2 -0.1042
N 0.311179 -1.527327 0.727273 0.2 1.6 -3.3 -0.0295
```
Positions in Å, forces in eV/Å.

Values from the calculation:
- ΔE to the lowest compared entry with this formula, charge and spin: 159.5 kcal per mole
- Total energy: -389.614566 Ha
- Spin multiplicity: 1
- SMILES: [H]/N=c1\ccnnnn1

Entry from the Open Molecules 2025 dataset: a single C3H3NO molecule (ωB97M-V/def2-TZVPD).

```
8
Properties=species:S:1:pos:R:3:forces:R:3:mulliken_charge:R:1
N -0.257310 2.213846 -1.051776 0.1 -0.6 0.1 -0.3649
C -0.288338 1.085557 -0.813583 -1.1 1.2 -1.0 0.0470
C -0.301612 -0.329737 -0.436628 0.7 1.2 -0.8 0.4906
C 0.463376 -0.396224 0.786888 -1.1 -1.1 0.4 -0.4883
O -1.326049 -0.864983 0.282703 2.2 -0.2 1.4 -0.4876
H 0.052797 -0.965474 -1.254141 0.1 0.1 0.0 0.2713
H 1.389558 -0.952214 0.831907 -0.5 -1.1 0.2 0.2371
H 0.267578 0.209229 1.654631 -0.4 0.5 -0.3 0.2950
```
Positions in Å, forces in eV/Å.

Values from the calculation:
- ΔE to the lowest compared entry with this formula, charge and spin: 77.8 kcal per mole
- Total energy: -245.967616 Ha
- Spin multiplicity: 1

Entry from the Open Molecules 2025 dataset: a molecular structure, C3H3NO (ωB97M-V/def2-TZVPD).

```
8
Properties=species:S:1:pos:R:3:forces:R:3:mulliken_charge:R:1
C -1.269425 0.023215 -0.011186 1.2 0.9 -0.1 0.6549
C 0.999251 -0.027793 0.439491 -2.6 -1.1 -0.9 -0.2742
C 0.048774 0.391166 -0.566591 0.5 0.8 0.3 -0.2087
N -0.460414 -1.041847 -0.143126 1.8 -0.5 0.9 -0.4302
O -2.362958 0.405241 0.225523 -1.0 -0.1 0.1 -0.4928
H 1.939526 -0.475554 0.161069 0.0 -0.2 -0.2 0.2610
H 0.804958 0.125494 1.487672 0.0 0.2 0.0 0.2403
H 0.300289 0.600077 -1.592855 0.0 0.0 -0.1 0.2497
```
Positions in Å, forces in eV/Å.

Values from the calculation:
- ΔE to the lowest compared entry with this formula, charge and spin: 67.8 kcal per mole
- Total energy: -245.983546 Ha
- Spin multiplicity: 1

Entry from the Open Molecules 2025 dataset: a single C3H3NO molecule (ωB97M-V/def2-TZVPD).

```
8
Properties=species:S:1:pos:R:3:forces:R:3:mulliken_charge:R:1
C -0.945354 -0.196498 0.161646 0.0 0.0 0.1 -0.9114
C 0.281066 0.537614 -0.307144 -0.2 0.3 -0.2 0.5851
O 0.273514 1.587413 -0.896327 0.0 -0.4 0.2 -0.4570
C 1.574127 -0.129573 -0.004119 0.9 -0.4 0.2 0.1923
N 2.567694 -0.652006 0.273101 -0.9 0.5 -0.3 -0.3100
H -1.733797 0.523890 0.389380 0.1 -0.1 -0.1 0.2959
H -1.291937 -0.850602 -0.646960 0.1 0.1 0.1 0.2657
H -0.725313 -0.820238 1.030422 0.0 0.1 -0.1 0.3394
```
Positions in Å, forces in eV/Å.

Values from the calculation:
- ΔE to the lowest compared entry with this formula, charge and spin: 5.4 kcal per mole
- Total energy: -246.082861 Ha
- Spin multiplicity: 1
- SMILES: CC(=O)C#N

Entry from the Open Molecules 2025 dataset: a single C3H3NO molecule (ωB97M-V/def2-TZVPD).

```
8
Properties=species:S:1:pos:R:3:forces:R:3:mulliken_charge:R:1
C -0.958472 -0.411342 0.049148 -0.2 1.1 -1.4 -0.3276
C -0.478597 0.851343 -0.060186 -0.3 2.7 0.8 0.0166
C 1.123845 -0.476863 -0.103094 3.2 -2.2 2.4 0.0361
H -2.008561 -0.677846 0.082983 0.4 -0.3 -0.1 0.3449
H -0.850857 1.923529 -0.189185 0.2 -2.1 0.5 0.3220
H 2.143167 -0.735680 0.278399 -0.8 -0.2 -1.3 0.2951
N 0.118161 -1.277280 -0.077255 -0.4 0.0 0.5 -0.4480
O 0.911314 0.804141 0.019190 -2.1 1.0 -1.3 -0.2390
```
Positions in Å, forces in eV/Å.

Values from the calculation:
- ΔE to the lowest compared entry with this formula, charge and spin: 14.7 kcal per mole
- Total energy: -246.068093 Ha
- Spin multiplicity: 1
- SMILES: c1cocn1

Entry from the Open Molecules 2025 dataset: a single C3H3NO molecule (ωB97M-V/def2-TZVPD).

```
8
Properties=species:S:1:pos:R:3:forces:R:3:mulliken_charge:R:1
O -0.163772 1.100439 -0.729430 0.2 0.0 -0.1 -0.3407
C -0.679181 0.425766 0.392669 0.0 -0.3 0.3 0.0785
C -0.350822 -0.813221 0.710246 0.0 0.2 -0.1 -0.6996
C 0.938407 0.614886 -1.208311 0.8 -0.4 -0.3 0.5199
N 1.934707 0.182978 -1.617119 -1.0 0.4 0.3 -0.4171
H -1.355035 1.084696 0.923233 0.1 -0.1 -0.1 0.3621
H 0.322679 -1.394661 0.086974 0.0 0.1 0.2 0.2494
H -0.744296 -1.267813 1.610554 -0.1 0.1 -0.1 0.2475
```
Positions in Å, forces in eV/Å.

Values from the calculation:
- ΔE to the lowest compared entry with this formula, charge and spin: 31.8 kcal per mole
- Total energy: -246.040888 Ha
- Spin multiplicity: 1
- SMILES: C=COC#N